1.
{
  "formula": "C8H12N2O",
  "method": "ωB97M-V/def2-TZVPD",
  "orbital_gap_ev": 8.0,
  "homo_energy_ev": -7.4,
  "fmax_ha_per_bohr": 0.084,
  "relative_energy_kcal_mol": 37.80,
  "charge": 0,
  "smiles": "[H]/N=c1/ccccn1C[C@@H](C)O",
  "symbols": ["H", "N", "C", "C", "C", "C", "C", "N", "C", "C", "C", "O", "H", "H", "H", "H", "H", "H", "H", "H", "H", "H", "H"],
  "xyz": [[-2.1406, -1.0541, 0.5121], [-1.5637, -1.7459, 0.0346], [-0.5359, -1.2448, -0.5428], [0.4139, -2.1928, -1.0860], [1.6232, -1.7481, -1.5298], [1.9854, -0.3906, -1.4503], [1.0174, 0.5110, -0.9622], [-0.2067, 0.1364, -0.5984], [-1.2273, 1.0828, -0.0227], [-0.8784, 1.6594, 1.3522], [-0.6166, 0.5461, 2.3631], [0.4415, 2.2798, 1.3429], [0.1287, -3.2407, -1.1621], [2.3581, -2.5096, -1.9516], [3.0139, -0.0259, -1.4882], [1.2146, 1.5606, -0.7616], [-1.2349, 1.9516, -0.8030], [-2.2220, 0.7298, -0.0106], [-1.6962, 2.3002, 1.6974], [-0.5375, 1.0308, 3.2850], [0.3431, 0.1715, 2.1763], [-1.4680, -0.1993, 2.3053], [0.4115, 2.9743, 0.6752]],
  "forces_ev_per_angstrom": [[0.066, -0.248, -0.253], [-0.709, 0.316, 0.257], [-0.203, -0.726, 0.650], [1.000, 0.769, -1.065], [0.479, -2.098, -0.475], [-1.131, 2.506, 1.442], [2.590, -0.402, -0.812], [-2.577, -1.400, 1.133], [2.453, 2.806, -2.156], [1.721, -1.420, 0.069], [-2.809, -0.085, -1.163], [-1.383, 0.617, -0.452], [-0.063, 0.420, 0.227], [-0.978, 1.153, 0.655], [-0.437, -0.201, -0.480], [0.298, -0.313, -0.378], [-0.107, -1.206, 1.341], [-0.815, -0.906, -0.230], [0.247, 0.295, -0.183], [-0.248, 0.418, 1.786], [1.123, -1.171, -0.560], [1.318, 0.618, 0.513], [0.163, 0.259, 0.134]]
}

***

2.
{
  "formula": "C8H12N2O",
  "method": "ωB97M-V/def2-TZVPD",
  "orbital_gap_ev": 9.8,
  "homo_energy_ev": -9.0,
  "fmax_ha_per_bohr": 0.095,
  "relative_energy_kcal_mol": 68.01,
  "charge": 0,
  "smiles": "CC1=N[C@]2(C)N(C)C(=O)[C@]12C",
  "symbols": ["C", "C", "N", "C", "C", "N", "C", "C", "O", "C", "C", "H", "H", "H", "H", "H", "H", "H", "H", "H", "H", "H", "H"],
  "xyz": [[0.7646, 2.5314, 1.0552], [0.1343, 1.3553, 0.5701], [-0.9650, 0.7901, 0.8895], [-0.6748, -0.4584, -0.0275], [-1.7725, -1.0061, -0.8330], [0.1375, -1.3752, 0.7156], [-0.3279, -2.2651, 1.7867], [1.3279, -0.8776, 0.3996], [2.4351, -1.0918, 0.8171], [0.6830, 0.2790, -0.3703], [1.3255, 0.7704, -1.5808], [0.9323, 3.3811, 0.2673], [1.7314, 2.2027, 1.3072], [0.1805, 3.0918, 1.9340], [-1.5691, -1.1641, -1.8536], [-2.6342, -0.3409, -0.5748], [-2.1821, -1.8913, -0.3804], [0.6454, -2.5104, 2.3788], [-1.0244, -1.4722, 2.3849], [-0.7947, -3.1140, 1.2616], [0.8392, 0.5034, -2.5085], [2.4101, 0.3414, -1.7324], [1.4499, 1.8094, -1.5866]],
  "forces_ev_per_angstrom": [[-1.115, 4.709, 0.605], [-1.295, -2.768, -0.730], [-0.840, -0.570, -0.173], [1.609, 1.973, 1.131], [-2.145, 1.222, 1.828], [-1.096, -2.034, 0.276], [0.984, 2.636, 0.661], [0.412, 1.602, 1.201], [0.700, -0.440, -0.246], [-0.024, 0.045, 0.157], [2.696, -1.870, -2.248], [-0.413, -1.723, 1.065], [1.488, 0.050, 0.911], [1.355, -1.606, -1.779], [0.082, 0.040, -1.231], [0.496, -0.037, -1.254], [0.385, -0.952, 0.095], [-2.077, 0.065, -0.832], [1.209, -2.662, -0.884], [-0.132, 0.130, 1.089], [-0.435, -0.106, -0.240], [-1.915, 0.652, 0.584], [0.070, 1.643, 0.015]]
}

***

3.
{
  "formula": "C8H12N2OS",
  "method": "ωB97M-V/def2-TZVPD",
  "orbital_gap_ev": [6.2, 6.2],
  "homo_energy_ev": [-8.0, -8.0],
  "fmax_ha_per_bohr": 0.093,
  "relative_energy_kcal_mol": 172.92,
  "charge": 0,
  "smiles": "C=C/C=C/C(/C=C/C)=N/O.N=S",
  "symbols": ["C", "C", "C", "C", "C", "C", "C", "C", "N", "O", "H", "H", "H", "H", "H", "H", "H", "H", "H", "H", "H", "N", "S", "H"],
  "xyz": [[2.4086, 4.1398, -0.0100], [1.3720, 3.3352, 0.1707], [1.1232, 1.9523, 0.0069], [-0.1214, 1.4210, 0.1325], [-0.4040, -0.0262, 0.0172], [0.7653, -0.8973, -0.1281], [0.6848, -2.1927, 0.1634], [1.7849, -3.2180, -0.2078], [-1.6637, -0.3821, 0.1600], [-2.0466, -1.6824, 0.2742], [2.3998, 5.1613, 0.0814], [3.3559, 3.7428, -0.2687], [0.4718, 3.9338, 0.6759], [1.7988, 1.2295, -0.2861], [-1.0702, 1.8629, 0.4355], [1.5796, -0.5881, -0.7186], [-0.2289, -2.6699, 0.5737], [2.7130, -2.8718, -0.5235], [1.2747, -3.8863, -0.7902], [2.1548, -3.6738, 0.6743], [-2.9670, -1.7843, 0.0451], [-4.7707, -1.2657, -0.1167], [-5.0996, 0.2695, 0.1424], [-5.5152, -1.9098, -0.5033]],
  "forces_ev_per_angstrom": [[0.542, -2.576, -0.448], [-2.551, 3.424, 2.099], [-3.116, -0.526, 0.314], [-0.504, -0.526, 0.198], [-0.506, -1.066, 0.462], [-1.986, -1.626, 0.075], [1.041, -1.412, -0.230], [-1.389, 2.284, 2.616], [0.379, 2.089, -0.122], [2.738, -0.903, -0.057], [-0.436, 2.211, 0.572], [0.881, -0.450, -0.583], [1.476, -1.508, -1.459], [2.055, -0.717, -0.501], [0.511, 1.008, -0.133], [1.021, 0.608, -0.309], [0.910, 0.694, -0.100], [1.176, 1.235, -1.741], [-0.540, -2.089, -1.788], [-0.375, -1.084, 1.280], [-1.125, 0.985, -0.066], [-0.649, 0.900, -0.024], [0.022, -2.294, -0.504], [0.426, 1.339, 0.446]]
}

***

4.
{
  "formula": "C8H12N2S",
  "method": "ωB97M-V/def2-TZVPD",
  "orbital_gap_ev": 8.4,
  "homo_energy_ev": -8.2,
  "fmax_ha_per_bohr": 0.054,
  "relative_energy_kcal_mol": 0.00,
  "charge": 0,
  "smiles": "CCCn1cccc1C(N)=S",
  "symbols": ["C", "C", "C", "N", "C", "C", "C", "C", "C", "N", "S", "H", "H", "H", "H", "H", "H", "H", "H", "H", "H", "H", "H"],
  "xyz": [[0.0067, 0.5200, -2.5753], [-1.2168, 0.4381, -1.7089], [-1.1889, -0.8233, -0.8111], [-0.0649, -0.9076, 0.1516], [0.9903, -1.8436, 0.0454], [1.8529, -1.6953, 1.0926], [1.3715, -0.5318, 1.8278], [0.1827, -0.1183, 1.2877], [-0.5602, 1.0227, 1.7949], [0.1003, 2.0394, 2.3814], [-2.2091, 1.3594, 1.6319], [0.9403, 0.5683, -1.9623], [0.0410, 1.4023, -3.1915], [0.0824, -0.3482, -3.2256], [-2.0931, 0.4529, -2.3334], [-1.2743, 1.3209, -1.0843], [-2.1287, -0.8612, -0.2670], [-1.1815, -1.7339, -1.4242], [1.0332, -2.6519, -0.6881], [2.7055, -2.3644, 1.3328], [1.8987, -0.1307, 2.6869], [1.1180, 2.0203, 2.4419], [-0.4059, 2.8659, 2.5969]],
  "forces_ev_per_angstrom": [[1.367, -0.138, 0.369], [0.852, -0.360, 0.690], [-0.486, 0.250, -0.035], [0.662, -0.688, -0.118], [-1.256, 0.364, 0.339], [-0.036, 1.083, 0.685], [1.320, -1.714, -0.017], [0.675, -0.261, -0.695], [-2.069, 1.710, -0.618], [2.123, -1.438, -0.118], [0.389, -1.018, -0.214], [-0.647, -0.196, -0.341], [-0.215, 0.389, -0.317], [0.087, -0.123, -0.134], [-0.583, -0.306, -0.099], [-0.116, 0.134, 0.261], [0.052, 0.035, 0.307], [0.371, 0.206, 0.108], [-0.451, 0.649, 0.022], [-0.744, 0.856, -0.272], [-0.406, 0.019, -0.038], [-0.542, 0.176, -0.026], [-0.347, 0.370, 0.262]]
}

***

5.
{
  "formula": "C8H12N3",
  "method": "ωB97M-V/def2-TZVPD",
  "orbital_gap_ev": 8.0,
  "homo_energy_ev": -11.5,
  "fmax_ha_per_bohr": 0.014,
  "relative_energy_kcal_mol": 29.47,
  "charge": 1,
  "smiles": "C=C([NH3+])/N=C/c1cccn1C",
  "symbols": ["C", "C", "N", "N", "C", "C", "C", "C", "C", "N", "C", "H", "H", "H", "H", "H", "H", "H", "H", "H", "H", "H", "H"],
  "xyz": [[-0.8936, 0.4275, 3.1474], [0.1288, 0.0031, 2.4107], [1.4309, -0.3208, 3.1094], [0.3043, -0.0675, 1.0679], [-0.6745, -0.3815, 0.2738], [-0.6879, -0.3271, -1.1266], [-1.7436, -0.8076, -1.9267], [-1.4303, -0.5308, -3.2440], [-0.1985, 0.1096, -3.2380], [0.2465, 0.2233, -1.9808], [1.4749, 0.8620, -1.6040], [-0.8462, 0.5304, 4.2152], [-1.8158, 0.7147, 2.6782], [2.1405, 0.3630, 2.8173], [1.7593, -1.2534, 2.8290], [1.3120, -0.2870, 4.1290], [-1.6091, -0.7589, 0.6948], [-2.6175, -1.3128, -1.5646], [-2.0186, -0.7629, -4.1083], [0.3670, 0.4875, -4.0676], [2.0907, 0.1764, -1.0215], [2.0106, 1.1696, -2.4984], [1.2698, 1.7430, -0.9922]],
  "forces_ev_per_angstrom": [[0.346, -0.218, 0.026], [-0.415, 0.210, 0.083], [-0.290, 0.102, -0.013], [0.571, 0.011, -0.449], [0.044, -0.135, 0.492], [-0.517, -0.195, -0.280], [0.358, 0.201, 0.262], [0.033, -0.012, -0.085], [-0.285, -0.163, -0.098], [-0.121, -0.083, -0.056], [0.514, 0.319, 0.426], [0.054, -0.090, 0.283], [-0.125, 0.096, -0.187], [-0.116, -0.177, 0.068], [-0.082, 0.212, 0.056], [0.125, -0.022, -0.287], [-0.056, -0.039, 0.070], [-0.185, -0.048, 0.131], [-0.061, -0.025, -0.190], [0.182, 0.090, -0.091], [0.009, 0.072, -0.100], [-0.032, -0.047, -0.004], [0.049, -0.059, -0.054]]
}

***

6.
{
  "formula": "C8H12N3O",
  "method": "ωB97M-V/def2-TZVPD",
  "orbital_gap_ev": 9.2,
  "homo_energy_ev": -13.5,
  "fmax_ha_per_bohr": 0.101,
  "relative_energy_kcal_mol": 59.72,
  "charge": 1,
  "smiles": "CN(C)C(=O)N[n+]1ccccc1",
  "symbols": ["C", "N", "C", "C", "O", "N", "N", "C", "C", "C", "C", "C", "H", "H", "H", "H", "H", "H", "H", "H", "H", "H", "H", "H"],
  "xyz": [[3.4551, 1.0084, -0.3945], [2.3139, 0.2080, 0.0007], [2.6438, -1.1251, 0.5230], [1.0949, 0.5914, -0.2288], [0.5195, 1.4736, -0.7848], [0.1241, -0.6201, 0.1939], [-1.1718, -0.2405, 0.0485], [-2.0495, -1.1474, -0.4454], [-3.3725, -0.8129, -0.5920], [-3.8350, 0.4627, -0.1955], [-2.9655, 1.1972, 0.6556], [-1.6174, 0.8269, 0.7289], [3.9877, 1.3114, 0.4381], [4.1423, 0.3236, -1.1336], [3.0608, 1.9830, -0.7110], [2.9939, -1.8860, -0.1447], [3.5397, -1.1304, 1.1808], [1.8481, -1.4507, 1.0480], [0.2201, -1.4576, -0.3630], [-1.7924, -2.0659, -0.7933], [-4.1336, -1.5504, -1.0735], [-4.8855, 0.7511, -0.3535], [-3.1858, 2.0258, 1.1559], [-0.9349, 1.3242, 1.2401]],
  "forces_ev_per_angstrom": [[0.033, -0.980, -2.786], [2.103, -0.889, 0.367], [2.971, 1.135, 0.055], [-2.793, -3.007, -0.819], [0.846, 1.409, 0.248], [1.287, 1.000, 0.096], [-1.600, -1.136, 0.960], [-1.790, 2.909, 0.110], [-2.072, 0.036, -0.906], [0.550, -0.376, 1.646], [1.450, -3.773, -3.250], [-3.840, -1.965, -2.714], [1.477, -0.100, 1.924], [-1.705, 2.284, 1.549], [0.313, -0.519, -1.087], [-0.416, -0.078, -1.502], [-0.719, 0.871, 0.039], [-2.272, -1.318, 1.883], [0.611, -0.040, -0.106], [1.640, -2.372, -0.776], [1.770, 1.360, 0.905], [0.713, -0.062, 0.079], [-1.418, 3.357, 1.847], [2.862, 2.255, 2.239]]
}